No. 1
17
Properties=species:S:1:pos:R:3:forces:R:3:lowdin_charge:R:1 method="wB97M-V/def2-TZVPD" orbital_gap_ev=9.68 e_homo_ev=-8.91 total_charge=0
C 0.29603 -0.98527 -1.60023 -0.17 -0.02 0.44 -0.1408
N -0.83653 -0.85841 -0.70379 -0.34 0.46 0.76 -0.1260
C -0.60201 0.09674 0.37623 0.40 -0.25 -0.13 -0.2568
C -1.41974 -0.19349 1.61475 0.47 -0.24 0.22 -0.2753
O -1.19833 0.77285 2.62104 0.16 0.28 0.28 -0.0678
H 1.26031 -1.18191 -1.10498 -0.18 -0.22 -0.01 0.0791
H 0.41016 -0.02788 -2.08434 0.10 0.32 -0.43 0.0629
H 0.07493 -1.72933 -2.35347 0.12 -0.18 -0.17 0.0743
H -1.17014 -1.71754 -0.28840 0.34 -0.28 -0.30 0.0968
H 0.45440 0.07052 0.70869 -0.01 -0.02 -0.11 0.1146
H -0.78992 1.11324 0.04689 -0.17 0.29 -0.20 0.1170
H -2.48557 -0.17130 1.44901 -0.33 -0.07 -0.30 0.1194
H -1.13898 -1.20326 1.96082 -0.17 0.12 0.07 0.1206
H -0.25270 0.92598 2.75750 -0.23 -0.23 -0.14 0.0880
O 2.63460 1.43696 -0.90088 -0.09 0.02 0.03 -0.0644
H 3.05933 1.95693 -1.59162 -0.11 -0.01 0.06 0.0390
H 1.70416 1.69518 -0.90722 0.21 0.01 -0.06 0.0193

---

No. 2
17
Properties=species:S:1:pos:R:3:forces:R:3:lowdin_spin:R:1 method="wB97M-V/def2-TZVPD" orbital_gap_ev="7.89 / 4.45" spin_multiplicity=2 e_homo_ev="-13.26 / -13.26" total_charge=+1
C -2.78264 -1.11148 0.05825 -1.07 0.91 0.90 0.0436
C -1.38275 -0.47732 -0.05689 -0.63 -0.84 -0.44 0.0869
C -1.74691 1.28919 1.53928 -0.72 1.50 0.30 0.0941
N -1.48312 0.92264 0.39259 0.23 -1.83 0.46 0.6611
H -2.93975 -2.11875 -0.31783 0.74 0.03 -0.37 0.0065
H -3.04150 -1.15368 1.12151 0.06 -0.11 -0.01 0.0040
H -3.55264 -0.47016 -0.37393 0.12 -0.06 -0.29 0.0021
H -1.03269 -0.60111 -1.07863 0.29 0.49 0.03 0.0147
H -0.73375 -0.97075 0.66160 0.55 0.16 -0.31 0.0082
H -2.27670 0.61412 2.22302 0.18 -0.29 -0.04 0.0487
H -1.64909 2.31386 1.90167 0.29 0.09 -0.23 0.0302
H 4.90377 2.44626 -0.53225 0.07 -0.32 0.15 0.0000
H 4.37293 0.99479 -0.84676 0.04 0.09 0.22 0.0000
O 4.44788 1.89425 -1.17215 -0.21 0.30 -0.42 0.0000
H 3.66293 -1.38560 -0.79238 -0.20 -0.56 -0.33 0.0000
H 2.31652 -1.33208 -1.65066 0.52 -0.42 -0.06 0.0000
O 2.91751 -0.85416 -1.07645 -0.26 0.87 0.44 0.0000

---

No. 3
18
Properties=species:S:1:pos:R:3:forces:R:3:lowdin_charge:R:1 method="wB97M-V/def2-TZVPD" orbital_gap_ev=9.29 e_homo_ev=-8.79 total_charge=0
N -0.03453 0.79031 -0.39813 0.80 -0.07 -1.10 0.0257
C 0.71330 -0.14178 0.47275 -0.85 -1.85 -2.10 -0.4380
C 1.70102 -1.00534 -0.40271 0.79 1.67 1.64 -0.2217
O 2.39987 -0.03025 -1.16377 0.39 -0.16 -0.46 -0.0808
C -0.23140 -1.17309 1.04239 -1.50 -0.50 0.81 -0.5595
S -1.59701 -0.48693 2.04822 -0.13 0.18 0.58 0.6803
H -0.09169 0.29722 -1.31870 -0.45 0.30 0.96 0.0939
H 0.61720 1.52949 -0.69735 -0.27 -0.18 0.58 0.0782
H 1.20631 0.37000 1.28616 0.30 0.24 0.02 0.1375
H 1.18734 -1.73725 -1.01927 -0.23 -0.03 -0.04 0.1195
H 2.38531 -1.49421 0.32323 -0.21 -0.13 -0.63 0.1247
H 2.76843 -0.38397 -1.97975 -0.02 -0.19 0.21 0.0918
H 0.26151 -1.99472 1.56245 0.46 0.48 0.57 0.0715
H -0.86557 -1.77010 0.37405 0.60 0.57 -0.96 0.0608
H -1.20081 0.78649 2.24971 0.22 -0.32 -0.19 -0.1432
O -3.47522 2.21419 -0.69838 0.84 -0.25 -0.27 -0.0809
H -2.82370 2.80619 -1.10229 -0.37 0.11 0.11 0.0295
H -2.92036 1.42377 -0.57859 -0.37 0.11 0.25 0.0107

---

No. 4
18
Properties=species:S:1:pos:R:3:forces:R:3:lowdin_charge:R:1 method="wB97M-V/def2-TZVPD" orbital_gap_ev=10.09 e_homo_ev=-9.46 total_charge=0
C -0.03568 2.20520 1.74770 -0.49 -0.04 0.30 -0.0924
C 0.17573 1.80308 0.28323 0.93 0.91 0.58 -0.2409
N 0.45447 0.39893 0.07033 -0.85 0.78 -0.18 0.0231
C 1.58252 -0.26025 0.37040 -0.79 -0.17 -0.14 -0.3652
O 1.68813 -1.46902 0.24396 0.30 -0.06 0.11 -0.0100
H -1.06134 2.04102 2.08863 -0.02 0.11 -0.14 0.0684
H 0.23105 3.25200 1.89947 -0.23 0.06 -0.08 0.0683
H 0.57292 1.64584 2.45076 0.36 -0.25 -0.16 0.0638
H -0.67394 2.10244 -0.32659 -0.10 -0.26 0.01 0.1165
H 0.98819 2.45318 -0.06421 0.17 -0.45 -0.26 0.1097
H -0.36110 -0.09102 -0.27303 0.45 -0.50 -0.06 0.0844
H 2.37571 0.39915 0.75268 0.19 -0.08 -0.03 0.1377
O -1.24199 -0.50739 -2.48909 -0.27 0.15 0.08 -0.0601
H -1.96115 -0.89905 -1.97467 0.19 -0.04 -0.01 0.0183
H -0.78745 -1.25491 -2.88274 0.09 -0.10 -0.03 0.0401
O -1.71446 -1.79295 0.09750 0.42 -0.85 0.48 -0.0637
H -0.82899 -2.19951 0.15401 0.03 0.46 -0.35 0.0479
H -2.16660 -2.32563 0.76604 -0.36 0.32 -0.13 0.0542

---

No. 5
18
Properties=species:S:1:pos:R:3:forces:R:3:lowdin_charge:R:1 method="wB97M-V/def2-TZVPD" orbital_gap_ev=10.77 e_homo_ev=-9.85 total_charge=0
C -0.38864 1.86458 1.96902 0.57 -0.73 -0.35 -0.0845
C -0.17595 1.96512 0.45595 -0.13 0.62 -0.06 -0.2508
N 0.24049 0.71482 -0.15850 -0.71 0.71 1.14 0.0266
C 1.49019 0.52234 -0.61359 -1.11 -0.74 -1.04 -0.3388
O 2.01219 -0.57491 -0.73812 0.70 0.37 0.03 -0.0122
H -0.48013 2.82979 2.45414 -0.20 0.22 -0.14 0.0688
H -1.25734 1.24749 2.18526 -0.02 -0.04 0.20 0.0707
H 0.51321 1.39033 2.36810 -0.21 -0.07 0.25 0.0775
H 0.63359 2.68832 0.32051 -0.33 0.14 -0.46 0.1108
H -1.11458 2.26915 -0.02402 0.35 0.37 0.00 0.1160
H -0.43196 -0.01532 0.05034 0.71 -0.69 -0.20 0.1201
H 1.85261 1.43432 -1.12469 0.64 0.00 0.72 0.1446
O -0.10842 -1.94570 -1.38339 -0.01 -0.32 0.81 -0.0545
H 0.82653 -1.80522 -1.13941 -0.17 0.24 0.36 0.0171
H -0.05280 -2.09374 -2.31013 -0.25 -0.25 -1.24 0.0353
O -2.36933 -1.78198 0.34593 -0.09 0.24 0.07 -0.0757
H -1.71471 -2.21404 -0.22274 0.08 -0.01 0.10 -0.0036
H -2.59874 -2.38162 1.06247 0.17 -0.06 -0.19 0.0325

---

No. 6
18
Properties=species:S:1:pos:R:3:forces:R:3:lowdin_charge:R:1 method="wB97M-V/def2-TZVPD" orbital_gap_ev=10.31 e_homo_ev=-9.51 total_charge=0
C 2.01478 2.36733 0.62968 1.58 1.04 2.07 -0.1354
C 1.16937 2.01610 -0.60110 0.38 -1.70 1.07 -0.2531
N 0.02299 1.02803 -0.47361 1.92 0.38 0.75 -0.0078
C 0.16943 0.03292 -1.46940 -1.43 2.80 -2.58 -0.3329
O -0.53329 0.02593 -2.48720 1.27 -1.25 2.45 0.0303
H 1.56955 2.57670 1.70259 0.23 -1.04 -2.27 0.0986
H 2.86321 1.61905 0.70080 -0.99 0.88 0.43 0.0699
H 2.51555 3.40104 0.47584 -0.60 -1.68 -0.23 0.0828
H 1.84094 1.42929 -1.27079 -0.10 1.48 0.03 0.1053
H 0.86999 2.99270 -0.94016 -0.63 -0.14 -1.15 0.1010
H -0.82066 1.54966 -0.40958 -1.02 -0.24 -0.51 0.1025
H 1.17510 -0.42864 -1.38256 -0.64 -0.56 -0.07 0.1326
O -0.66330 -2.33439 0.49192 -1.54 0.71 2.81 -0.1030
H -1.25360 -2.14871 1.32079 1.00 -0.75 -2.52 0.0884
H 0.13325 -1.92520 0.83933 0.55 0.04 -0.33 0.0100
O -3.53073 -3.76083 0.75399 -1.42 0.00 0.53 -0.0734
H -3.08313 -4.55839 1.04166 0.18 -0.16 -0.02 0.0267
H -4.45945 -3.88259 1.07780 1.25 0.20 -0.47 0.0575

---

No. 7
18
Properties=species:S:1:pos:R:3:forces:R:3:lowdin_charge:R:1 method="wB97M-V/def2-TZVPD" orbital_gap_ev=11.07 e_homo_ev=-10.37 total_charge=0
C 1.48824 0.46968 1.89851 -0.48 0.36 -0.45 -0.0760
C 0.28642 0.41376 0.92665 -0.39 -0.51 0.94 -0.1820
C 0.76121 0.14194 -0.47054 -0.37 0.92 -0.51 -0.5422
N 0.78057 1.20092 -1.38572 0.60 0.08 1.20 0.1607
O 1.11711 -0.96825 -0.78443 0.50 -0.47 -0.22 0.0458
H 1.96472 -0.48898 2.04876 0.14 -0.19 -0.23 0.0760
H 1.13295 0.81771 2.86224 0.06 0.11 0.16 0.0703
H 2.19475 1.19655 1.49357 0.23 -0.08 0.28 0.0776
H -0.35745 -0.43112 1.17749 0.08 -0.10 0.11 0.1132
H -0.32960 1.29722 1.11308 0.19 0.18 -0.66 0.1119
H 0.60829 2.08085 -0.91303 -0.11 0.02 -0.23 0.0918
H 1.66995 1.24843 -1.87281 -0.33 -0.24 -0.42 0.1062
O -2.95967 0.32448 -0.62874 0.42 -0.52 0.27 -0.0769
H -2.67841 0.21357 0.29180 -0.24 0.16 -0.24 0.0215
H -2.60842 -0.49188 -1.03190 -0.07 0.26 -0.02 0.0079
O -1.28858 -2.24423 -1.28563 0.20 -0.09 -0.42 -0.0631
H -0.34246 -2.02193 -1.35218 -0.19 0.12 0.32 0.0097
H -1.43960 -2.75870 -2.08711 -0.23 0.00 0.13 0.0475

---

No. 8
19
Properties=species:S:1:pos:R:3:forces:R:3:lowdin_charge:R:1 method="wB97M-V/def2-TZVPD" orbital_gap_ev=10.02 e_homo_ev=-9.49 total_charge=0
O -2.05338 -1.78041 -0.64073 0.14 0.18 -0.09 0.0219
C -0.93025 -1.34035 -0.53868 -0.57 -0.25 0.36 -0.3697
N -0.36384 -1.05480 0.67697 -0.49 0.21 -0.27 0.0059
C 0.90706 -0.40539 0.83890 0.30 0.37 -0.22 -0.3043
C 0.80602 1.05453 1.26471 -0.51 0.59 -0.79 -0.4916
S 0.20890 2.00805 -0.21299 0.01 -0.14 0.29 0.6948
H -0.30349 -1.15754 -1.41274 0.42 -0.01 -0.13 0.1290
H -1.08207 -0.86401 1.36579 0.21 -0.26 0.16 0.1445
H 1.42928 -0.41172 -0.12441 -0.04 -0.25 0.05 0.1110
H 1.52483 -0.98043 1.52140 0.20 0.13 0.11 0.0868
H 1.75675 1.49638 1.52408 0.29 -0.26 0.27 0.0624
H 0.08773 1.24349 2.05957 0.10 -0.28 0.14 0.0720
H -0.52616 2.90271 0.45601 -0.01 0.02 -0.03 -0.1563
O 1.84019 -1.32533 4.01218 -0.41 -0.31 0.14 -0.0595
H 1.41135 -1.77865 4.75210 0.25 0.21 0.01 0.0447
H 1.39259 -1.71952 3.25528 0.11 0.02 -0.03 0.0081
O -1.84726 1.06885 -6.34300 0.33 -0.56 -0.18 -0.0580
H -1.49551 1.82375 -5.86876 -0.35 0.20 -0.01 0.0281
H -2.76273 1.22041 -6.58567 0.03 0.35 0.19 0.0299